[1]
Here is a structure of composition C24H40AsBr2InNO4SSi from the OMol25 dataset. Energies are from the ωB97M-V functional and the def2-TZVPD basis.

Results
Energy above the lowest of the compared OMol25 structures with the same formula, charge and spin ... 47.6 kJ/mol
Calculated total energy ... -9555.9060 Eh
Total charge ... +1
LUMO ... -3.090 eV
HOMO ... -10.536 eV

Positions of all 75 atoms, in Å:
1 In -0.389 1.648 0.477
2 Br -0.034 -1.892 4.034
3 C 1.294 -1.207 2.896
4 C 2.648 -1.493 3.179
5 C 3.645 -1.031 2.375
6 Br 5.434 -1.457 2.788
7 C 3.337 -0.240 1.238
8 C 4.291 0.285 0.338
9 C 3.894 1.047 -0.727
10 C 2.532 1.324 -0.890
11 N 1.616 0.844 -0.075
12 C 1.985 0.043 0.982
13 C 0.923 -0.466 1.803
14 O -0.335 -0.209 1.458
15 H 2.887 -2.092 4.047
16 H 5.340 0.077 0.503
17 H 4.610 1.448 -1.430
18 H 2.190 1.961 -1.696
19 C -3.649 0.323 0.675
20 As -2.338 0.365 -0.750
21 C -1.832 -1.483 -0.923
22 C -3.332 0.697 -2.359
23 H -4.480 -0.318 0.390
24 H -4.013 1.328 0.879
25 H -3.161 -0.076 1.563
26 H -2.740 -2.074 -1.030
27 H -1.291 -1.769 -0.025
28 H -1.201 -1.614 -1.800
29 H -4.224 0.076 -2.299
30 H -2.731 0.396 -3.214
31 H -3.612 1.738 -2.458
32 C -2.640 4.391 -1.771
33 C -1.127 4.316 -1.840
34 C -0.635 3.298 -2.856
35 C -0.547 5.687 -2.148
36 O -0.679 3.835 -0.526
37 Si 0.212 4.651 0.663
38 S 0.202 3.184 2.190
39 O -0.442 6.066 1.065
40 C -1.443 6.557 1.990
41 C -2.659 5.645 1.973
42 C -0.817 6.624 3.372
43 C -1.804 7.946 1.491
44 O 1.657 4.890 -0.029
45 C 2.917 5.458 0.413
46 C 3.517 4.559 1.481
47 C 3.791 5.489 -0.827
48 C 2.681 6.864 0.941
49 H -3.064 4.541 -2.766
50 H -2.956 5.220 -1.137
51 H -3.050 3.477 -1.348
52 H -0.957 3.575 -3.860
53 H -1.029 2.302 -2.641
54 H 0.457 3.254 -2.845
55 H -0.910 6.009 -3.126
56 H 0.543 5.657 -2.177
57 H -0.859 6.426 -1.409
58 H -2.411 4.651 2.348
59 H -3.057 5.558 0.960
60 H -3.441 6.064 2.608
61 H -0.517 5.632 3.715
62 H -1.533 7.028 4.089
63 H 0.058 7.276 3.358
64 H -2.267 7.892 0.503
65 H -0.908 8.565 1.423
66 H -2.507 8.426 2.174
67 H 3.595 3.532 1.118
68 H 2.912 4.553 2.389
69 H 4.516 4.913 1.740
70 H 3.926 4.479 -1.221
71 H 4.773 5.903 -0.592
72 H 3.334 6.107 -1.601
73 H 2.045 6.850 1.827
74 H 2.200 7.483 0.182
75 H 3.632 7.325 1.214

[2]
Here is a structure of composition C24H40BBr3CaCl2F7I4N3O7S in a non-equilibrium geometry from the OMol25 dataset. Energies are from the ωB97M-V functional and the def2-TZVPD basis.

Results
Calculated total energy ... -13262.2017 Eh
LUMO ... -5.521 eV
HOMO ... -6.872 eV

Positions of all 93 atoms, in Å:
1 C 4.231 1.703 1.492
2 C 3.549 1.275 0.289
3 O 4.291 0.892 -0.661
4 N 2.210 1.275 0.027
5 C 1.711 1.987 -1.129
6 N 1.437 0.463 0.906
7 C 1.397 -1.011 0.523
8 C 1.817 -1.730 1.828
9 C 1.797 -3.196 2.212
10 C 0.432 -3.828 2.481
11 I 3.181 -4.465 1.133
12 C 0.217 -1.285 -0.414
13 C 0.257 -2.546 -1.295
14 I 2.233 -2.619 -2.290
15 C -0.138 -3.969 -0.916
16 C -0.057 -4.811 -2.231
17 I -2.148 -4.348 -0.239
18 C -1.194 -0.827 0.104
19 C -2.074 -0.242 -0.991
20 Br -1.441 1.505 -1.699
21 C -2.381 -1.173 -2.185
22 C -1.660 -0.842 -3.501
23 Br -4.295 -1.084 -2.616
24 C -1.100 0.112 1.383
25 Br -1.308 -1.017 3.018
26 C -2.321 1.072 1.548
27 C -3.608 0.413 2.051
28 O -4.123 0.841 3.056
29 N -4.201 -0.644 1.293
30 C -5.360 -0.017 0.604
31 C -4.743 -1.705 2.144
32 C 0.147 1.022 1.467
33 C 0.417 1.564 2.876
34 C 0.983 2.963 2.738
35 O 2.025 3.342 3.165
36 I -0.256 4.388 1.667
37 H 4.313 2.834 1.524
38 H 3.724 1.301 2.369
39 H 5.211 1.206 1.513
40 H 0.942 2.704 -0.871
41 H 1.349 1.394 -1.961
42 H 2.523 2.589 -1.522
43 H 2.072 0.427 1.709
44 H 2.258 -1.054 -0.139
45 H 1.398 -1.201 2.689
46 H 2.883 -1.464 1.934
47 H 2.276 -3.211 3.183
48 H 0.215 -3.853 3.543
49 H 0.410 -4.864 2.127
50 H -0.308 -3.292 1.903
51 H 0.383 -0.519 -1.183
52 H -0.297 -2.295 -2.183
53 H 0.513 -4.537 -0.262
54 H -0.226 -4.205 -3.120
55 H -0.828 -5.569 -2.242
56 H 0.869 -5.372 -2.264
57 H -1.750 -1.679 0.490
58 H -3.042 0.020 -0.610
59 H -2.194 -2.220 -2.002
60 H -2.149 -0.059 -4.063
61 H -1.759 -1.743 -4.111
62 H -0.590 -0.701 -3.361
63 H -2.132 1.819 2.311
64 H -2.548 1.629 0.642
65 H -5.833 -0.727 -0.059
66 H -6.078 0.339 1.344
67 H -4.992 0.845 0.049
68 H -4.054 -2.047 2.908
69 H -5.674 -1.428 2.640
70 H -4.962 -2.563 1.517
71 H -0.132 1.935 0.945
72 H 1.060 0.924 3.477
73 H -0.492 1.665 3.462
74 C -2.945 -1.196 -7.870
75 F -2.259 -0.036 -7.891
76 F -3.887 -1.073 -6.916
77 F -3.583 -1.296 -9.043
78 S -1.841 -2.639 -7.561
79 O -1.262 -2.330 -6.265
80 O -0.906 -2.606 -8.661
81 O -2.737 -3.771 -7.566
82 O 1.896 6.883 2.825
83 H 1.331 6.909 3.610
84 H 2.152 5.963 2.586
85 H 2.742 7.491 2.946
86 B 5.746 7.554 3.673
87 F 5.740 8.789 3.063
88 F 6.877 7.385 4.449
89 F 4.544 7.412 4.529
90 F 5.619 6.524 2.745
91 Ca 6.267 1.642 -0.768
92 Cl 4.310 4.658 1.386
93 Cl -0.086 -6.750 0.567

[3]
Here is a structure of composition C24H40BN8S3Zn from the OMol25 dataset. Energies are from the ωB97M-V functional and the def2-TZVPD basis.

Results
Calculated total energy ... -4375.3669 Eh
Total charge ... +1
LUMO ... -1.863 eV
HOMO ... -10.526 eV

Positions of all 77 atoms, in Å:
1 Zn -0.594 -0.507 0.205
2 C 1.399 -4.170 -1.063
3 C 2.817 -3.611 -1.173
4 C 3.630 -3.817 0.104
5 C 3.532 -4.326 -2.318
6 N 2.740 -2.146 -1.492
7 C 3.195 -1.581 -2.670
8 C 2.934 -0.264 -2.607
9 N 2.317 -0.005 -1.403
10 B 1.895 1.459 -1.095
11 N 1.870 1.771 0.431
12 C 3.081 1.944 1.065
13 C 2.839 2.175 2.364
14 N 1.464 2.160 2.542
15 C 0.888 1.883 1.346
16 S -0.801 1.668 1.016
17 C 0.897 2.331 3.924
18 C -0.591 2.663 3.943
19 C 1.146 1.022 4.672
20 C 1.635 3.495 4.593
21 N 0.598 1.897 -1.829
22 C 0.429 3.236 -2.104
23 C -0.763 3.392 -2.706
24 N -1.340 2.138 -2.807
25 C -0.491 1.234 -2.260
26 S -0.755 -0.474 -2.124
27 C -2.689 1.879 -3.411
28 C -3.266 3.200 -3.914
29 C -2.542 0.930 -4.598
30 C -3.623 1.324 -2.335
31 C 2.200 -1.165 -0.731
32 S 1.482 -1.358 0.837
33 H 1.455 -5.235 -0.835
34 H 0.872 -4.048 -2.011
35 H 0.834 -3.679 -0.275
36 H 3.767 -4.887 0.265
37 H 3.135 -3.399 0.976
38 H 4.615 -3.359 0.002
39 H 3.571 -5.387 -2.074
40 H 4.558 -3.975 -2.440
41 H 2.999 -4.229 -3.264
42 H 3.677 -2.148 -3.440
43 H 3.140 0.521 -3.313
44 H 2.772 2.147 -1.550
45 H 4.010 1.895 0.525
46 H 3.523 2.354 3.170
47 H -1.208 1.832 3.618
48 H -0.822 3.530 3.325
49 H -0.848 2.902 4.976
50 H 0.629 0.199 4.175
51 H 0.771 1.104 5.693
52 H 2.209 0.782 4.715
53 H 1.540 4.403 3.997
54 H 2.691 3.295 4.761
55 H 1.184 3.677 5.567
56 H 1.181 3.962 -1.852
57 H -1.237 4.281 -3.071
58 H -2.643 3.651 -4.688
59 H -3.417 3.916 -3.105
60 H -4.239 2.991 -4.356
61 H -1.867 1.356 -5.342
62 H -3.518 0.792 -5.064
63 H -2.166 -0.043 -4.297
64 H -3.669 2.008 -1.486
65 H -3.297 0.347 -1.987
66 H -4.625 1.228 -2.756
67 C -3.628 -3.269 3.629
68 N -3.872 -2.719 2.296
69 C -5.232 -2.755 1.758
70 C -2.904 -2.183 1.612
71 N -2.051 -1.706 0.994
72 H -3.932 -4.316 3.653
73 H -4.197 -2.710 4.372
74 H -2.569 -3.202 3.863
75 H -5.596 -3.782 1.760
76 H -5.230 -2.383 0.737
77 H -5.892 -2.137 2.367

[4]
Here is a structure of composition C24H40N6S5SbTc in a non-equilibrium geometry from the OMol25 dataset. Energies are from the ωB97M-V functional and the def2-TZVPD basis.

Results
Energy above the lowest of the compared OMol25 structures with the same formula, charge and spin ... 147.5 kJ/mol
Calculated total energy ... -3577.6340 Eh
Total charge ... +4
LUMO ... -14.056 eV
HOMO ... -18.808 eV

Positions of all 77 atoms, in Å:
1 Tc 0.751 1.113 0.144
2 C 3.152 2.953 1.022
3 C 2.094 3.821 0.351
4 N 0.765 3.258 0.660
5 C 0.372 3.494 2.081
6 C -0.257 2.245 2.695
7 N 0.525 1.044 2.326
8 C 1.826 0.973 3.052
9 C 2.998 0.744 2.096
10 N 2.799 1.522 0.854
11 H 3.211 3.182 2.086
12 H 4.131 3.172 0.590
13 H 2.225 3.809 -0.732
14 H 2.190 4.854 0.697
15 H 0.106 3.767 0.073
16 H -0.343 4.314 2.163
17 H 1.254 3.791 2.649
18 H -1.273 2.105 2.322
19 H -0.312 2.358 3.782
20 H -0.033 0.241 2.608
21 H 1.815 0.178 3.798
22 H 1.969 1.904 3.598
23 H 3.078 -0.310 1.833
24 H 3.928 1.022 2.601
25 H 3.432 1.140 0.153
26 S 0.717 2.966 -5.056
27 Sb 3.211 3.150 -6.094
28 S 1.250 1.290 -2.239
29 S 0.549 2.966 -3.080
30 S 4.173 2.337 -4.250
31 C -4.561 -0.142 -2.933
32 C -4.592 0.196 -1.441
33 N -3.510 1.095 -1.021
34 C -3.815 2.524 -1.039
35 C -3.482 3.176 -2.380
36 C -2.317 0.621 -0.701
37 C -2.102 -0.854 -0.750
38 N -1.298 1.385 -0.317
39 H -5.236 -0.972 -3.120
40 H -3.566 -0.424 -3.271
41 H -4.903 0.695 -3.534
42 H -4.546 -0.717 -0.846
43 H -5.539 0.684 -1.212
44 H -3.293 3.024 -0.218
45 H -4.881 2.642 -0.848
46 H -2.423 3.092 -2.625
47 H -3.754 4.228 -2.340
48 H -4.059 2.718 -3.178
49 H -2.623 -1.333 0.079
50 H -1.043 -1.054 -0.674
51 H -2.476 -1.281 -1.675
52 H -1.546 2.370 -0.366
53 N 1.172 -0.784 -0.047
54 S 1.335 -1.998 1.130
55 C -0.239 -2.893 1.112
56 C -1.058 -2.710 2.218
57 C -2.257 -3.406 2.280
58 C -2.617 -4.263 1.248
59 C -1.784 -4.426 0.149
60 C -0.581 -3.742 0.070
61 C 2.469 -3.183 0.393
62 C 3.446 -2.754 -0.497
63 C 4.355 -3.679 -0.985
64 C 4.306 -5.000 -0.561
65 C 3.343 -5.404 0.353
66 C 2.417 -4.498 0.842
67 H 1.503 -1.136 -0.947
68 H -0.750 -2.075 3.037
69 H -2.902 -3.283 3.136
70 H -3.544 -4.814 1.307
71 H -2.061 -5.098 -0.649
72 H 0.078 -3.885 -0.773
73 H 3.513 -1.721 -0.811
74 H 5.110 -3.366 -1.691
75 H 5.028 -5.711 -0.933
76 H 3.310 -6.428 0.692
77 H 1.673 -4.815 1.557

[5]
Here is a cluster of 7 separate species, C24H41BCl6F4N5O4 in total in a non-equilibrium geometry from the OMol25 dataset. Energies are from the ωB97M-V functional and the def2-TZVPD basis.

Results
Calculated total energy ... -4699.2142 Eh
Total charge ... +1
LUMO ... -5.670 eV
HOMO ... -10.342 eV

Positions of all 85 atoms, in Å:
1 C 12.317 3.955 15.164
2 N 10.851 4.062 15.210
3 C 10.242 4.821 16.117
4 C 8.884 4.886 16.028
5 C 8.108 4.035 15.203
6 C 8.871 3.339 14.215
7 C 10.208 3.341 14.242
8 C 6.600 3.899 15.428
9 C 5.789 3.777 14.288
10 C 4.392 3.727 14.447
11 N 3.794 3.748 15.662
12 C 4.577 3.792 16.755
13 C 5.994 4.002 16.662
14 C 2.350 3.725 15.801
15 H 12.716 4.110 14.162
16 H 12.544 2.991 15.620
17 H 12.735 4.664 15.878
18 H 10.929 5.216 16.851
19 H 8.369 5.511 16.744
20 H 8.328 2.899 13.392
21 H 10.810 2.794 13.530
22 H 6.279 3.719 13.328
23 H 3.728 3.699 13.596
24 H 4.126 3.697 17.731
25 H 6.708 4.100 17.466
26 H 1.971 4.633 16.271
27 H 1.982 2.852 16.339
28 H 1.903 3.620 14.813
29 B 3.390 7.431 15.538
30 F 4.010 6.484 14.751
31 F 3.948 8.669 15.425
32 F 2.054 7.479 15.282
33 F 3.503 7.044 16.842
34 O 8.630 7.842 13.893
35 C 7.499 7.426 13.764
36 N 6.556 7.357 14.733
37 C 7.131 6.945 12.356
38 H 6.779 7.738 15.642
39 H 5.567 7.236 14.567
40 H 6.760 7.772 11.750
41 H 6.237 6.334 12.480
42 H 7.966 6.410 11.904
43 O 7.126 8.756 19.232
44 C 6.145 8.509 18.542
45 N 5.844 7.280 18.202
46 C 5.149 9.521 18.069
47 H 5.003 7.019 17.707
48 H 6.430 6.503 18.472
49 H 4.239 9.082 17.661
50 H 5.660 10.064 17.274
51 H 4.873 10.228 18.852
52 C 1.377 10.880 16.401
53 Cl 3.051 11.485 16.472
54 Cl 0.429 11.157 14.938
55 Cl 0.529 11.510 17.866
56 H 1.500 9.799 16.471
57 C 3.024 9.700 12.381
58 Cl 3.118 11.290 13.075
59 Cl 4.463 9.314 11.466
60 Cl 1.537 9.472 11.363
61 H 2.968 9.025 13.235
62 C -2.636 9.342 16.501
63 O -2.678 7.990 16.063
64 C -1.416 7.276 16.040
65 C -0.663 7.163 17.327
66 N 0.504 6.297 17.337
67 C 0.745 5.905 18.746
68 C 1.382 6.965 19.715
69 O 0.506 8.018 20.125
70 C 1.263 9.123 20.749
71 H -1.939 9.925 15.898
72 H -2.321 9.402 17.542
73 H -3.662 9.711 16.487
74 H -0.775 7.933 15.452
75 H -1.614 6.327 15.541
76 H -1.441 6.732 17.957
77 H -0.488 8.144 17.767
78 H 1.341 6.750 17.000
79 H 1.455 5.081 18.666
80 H -0.131 5.496 19.250
81 H 2.187 7.394 19.118
82 H 1.662 6.413 20.613
83 H 1.602 8.735 21.710
84 H 0.566 9.949 20.894
85 H 2.083 9.411 20.091

[6]
Here is a structure of composition C24H41BFeN6OS3 from the OMol25 dataset. Energies are from the ωB97M-V functional and the def2-TZVPD basis.

Results
Energy above the lowest of the compared OMol25 structures with the same formula, charge and spin ... 0.0 kJ/mol
Calculated total energy ... -3826.2293 Eh
LUMO (spin up / spin down) ... 0.607 / 0.605 eV
HOMO (spin up / spin down) ... -7.325 / -7.262 eV
Multiplicity ... 5

Positions of all 77 atoms, in Å:
1 Fe 0.319 0.011 1.161
2 C 4.965 3.501 -0.997
3 C 3.744 3.071 -0.180
4 C 2.990 4.285 0.369
5 C 4.231 2.237 0.998
6 N 2.807 2.362 -1.111
7 C 2.326 3.047 -2.218
8 C 1.465 2.237 -2.851
9 N 1.396 1.055 -2.149
10 B 0.310 0.029 -2.580
11 N 0.657 -1.423 -2.161
12 C 1.664 -2.075 -2.838
13 C 1.898 -3.245 -2.221
14 N 1.021 -3.329 -1.151
15 C 0.268 -2.196 -1.124
16 S -0.955 -1.805 0.017
17 C 1.000 -4.449 -0.162
18 C -0.376 -5.112 -0.159
19 C 2.035 -5.493 -0.574
20 C 1.383 -3.911 1.218
21 N -1.121 0.452 -2.159
22 C -2.172 -0.086 -2.867
23 C -3.310 0.252 -2.245
24 N -2.971 1.021 -1.141
25 C -1.615 1.121 -1.091
26 S -0.651 1.962 0.066
27 C -4.058 1.441 -0.198
28 C -5.115 2.189 -1.015
29 C -4.637 0.163 0.413
30 C -3.604 2.358 0.931
31 C 2.212 1.141 -1.079
32 S 2.453 -0.122 0.076
33 H 5.659 4.037 -0.348
34 H 4.704 4.163 -1.822
35 H 5.477 2.627 -1.401
36 H 3.631 4.819 1.071
37 H 2.090 3.963 0.894
38 H 2.698 4.982 -0.416
39 H 4.917 2.872 1.561
40 H 4.765 1.345 0.682
41 H 3.420 1.936 1.656
42 H 2.645 4.042 -2.458
43 H 0.883 2.394 -3.742
44 H 0.318 0.038 -3.788
45 H 2.128 -1.641 -3.706
46 H 2.598 -4.020 -2.461
47 H -0.616 -5.492 -1.154
48 H -1.152 -4.419 0.152
49 H -0.361 -5.954 0.535
50 H 1.821 -5.916 -1.557
51 H 1.996 -6.305 0.151
52 H 3.049 -5.091 -0.564
53 H 0.651 -3.200 1.592
54 H 2.359 -3.424 1.174
55 H 1.446 -4.746 1.918
56 H -2.009 -0.671 -3.755
57 H -4.328 0.019 -2.491
58 H -5.562 1.572 -1.794
59 H -4.679 3.074 -1.480
60 H -5.916 2.510 -0.350
61 H -5.055 -0.500 -0.345
62 H -5.430 0.423 1.114
63 H -3.859 -0.380 0.951
64 H -3.145 3.272 0.562
65 H -2.905 1.870 1.604
66 H -4.502 2.622 1.494
67 C -1.480 -1.394 4.408
68 C -1.383 -0.145 3.541
69 C -1.624 1.122 4.353
70 O -0.130 -0.088 2.933
71 H -2.452 -1.472 4.900
72 H -0.700 -1.368 5.173
73 H -1.327 -2.284 3.795
74 H -2.180 -0.211 2.775
75 H -0.863 1.207 5.132
76 H -2.610 1.121 4.824
77 H -1.545 1.999 3.708